24
Properties=species:S:1:pos:R:3:forces:R:3 method="wB97M-V/def2-TZVPD" de_lowest_kcal_mol=35.66 fmax_ha_per_bohr=0.1178 charge=-2 e_lumo_ha="0.24281 / 0.23930" spin_multiplicity=2 total_energy_ev=-12497.622 orbital_gap_ha="0.092 / 0.286" homo_ev="4.10 / -1.26" s2=0.7506
C -1.485930 -0.234216 -0.317354 1.42 -3.69 0.19
N -1.632039 -0.595487 -1.742702 4.06 4.22 1.54
C -0.335658 -0.675304 -2.439346 0.56 -1.05 0.11
N 0.469376 0.602562 -2.555952 -2.84 1.17 1.56
C -0.225126 -1.058682 0.449696 -2.37 1.78 -1.70
C -0.097412 -0.737669 1.874261 3.52 -2.23 2.09
C 0.878366 0.369966 2.337966 0.41 0.42 -3.53
O 1.937591 0.483293 1.400561 -0.15 0.32 -0.19
H -2.422578 -0.515493 0.168170 -0.04 0.29 0.21
H -1.211754 0.766176 -0.215498 -0.04 1.87 0.19
H -2.205438 -1.320095 -1.952014 -2.08 -2.90 -0.54
H -0.675151 -0.891318 -3.464738 0.56 -0.54 0.15
H 0.364193 -1.526654 -1.971566 -1.36 1.76 -1.30
H -0.197005 1.363448 -2.138615 1.42 -1.51 -1.32
H 1.191243 0.670345 -1.849741 0.22 -0.50 0.22
H -0.489086 -2.116127 0.327240 0.76 0.14 -0.48
H 0.706176 -0.614696 0.062504 -0.15 -1.19 -0.56
H 0.318724 -1.670112 2.456525 -0.38 0.99 -1.30
H -0.949600 -0.645797 2.393647 -3.82 0.71 1.59
H 0.321038 1.347408 2.349765 0.39 -0.51 0.72
H 1.322778 -0.004141 3.238251 -0.07 0.52 1.22
H 1.348402 3.063784 0.957700 0.11 -0.54 -0.37
H 1.684301 1.387141 0.497937 -0.29 1.15 1.67
O 1.384578 2.551677 0.133310 0.15 -0.68 -0.20